(1)
The following is a quantum chemistry calculation of C15H13AlF3N2O4SSbSe4 as an isolated structure, from OMol25.

Each line ends with the natural charge from an NBO analysis.
CARTESIAN COORDINATES (ANGSTROEM)
Al (0.177, -0.238, -2.233)  1.6611
C (2.584, 1.331, 5.324)  -0.6230
C (2.417, 0.852, 3.909)  -0.0170
C (1.213, 1.072, 3.244)  -0.2210
C (1.033, 0.618, 1.952)  -0.1918
C (2.065, -0.052, 1.325)  -0.2207
C (3.268, -0.279, 1.959)  -0.1632
C (3.443, 0.179, 3.254)  -0.2281
S (1.814, -0.525, -0.363)  2.3189
O (0.507, -1.219, -0.414)  -1.0278
O (2.976, -1.171, -0.875)  -0.8955
N (1.369, 0.804, -1.111)  -1.1084
C (2.206, 1.615, -1.936)  -0.3447
C (1.343, 1.970, -3.170)  0.8053
O (1.634, 2.891, -3.899)  -0.6547
O (0.312, 1.206, -3.318)  -0.8762
H (2.014, 2.245, 5.488)  0.2059
H (3.630, 1.514, 5.560)  0.2073
H (2.212, 0.572, 6.013)  0.2160
H (0.408, 1.592, 3.749)  0.1976
H (0.113, 0.780, 1.410)  0.2270
H (4.037, -0.820, 1.432)  0.2543
H (4.383, 0.000, 3.759)  0.2022
H (3.081, 1.049, -2.285)  0.2314
H (2.549, 2.526, -1.430)  0.1983
F (-6.460, -0.541, -0.247)  -0.3180
C (-5.880, 0.351, -1.065)  0.9677
F (-6.059, 1.557, -0.442)  -0.3367
F (-6.659, 0.422, -2.160)  -0.3246
C (-4.453, 0.070, -1.358)  -0.0923
C (-3.646, -0.585, -0.418)  -0.2089
C (-2.308, -0.734, -0.679)  0.1219
N (-1.720, -0.226, -1.789)  -0.5873
C (-2.516, 0.330, -2.727)  0.0891
C (-3.860, 0.502, -2.562)  -0.2398
H (-4.072, -0.969, 0.495)  0.2426
H (-1.660, -1.263, 0.001)  0.2877
H (-1.999, 0.644, -3.619)  0.2448
H (-4.469, 0.953, -3.331)  0.2331
Se (2.044, -3.726, 0.938)  -0.8464
Sb (1.041, -3.695, -1.337)  1.1038
Se (1.139, -1.935, -3.413)  -0.7226
Se (2.128, -5.588, -2.524)  -0.8717
Se (-1.380, -4.081, -1.101)  -0.8958

Properties
F_max: 2.29 eV/A
Energy above the lowest of the compared OMol25 structures with the same formula, charge and spin: 0.949 eV
LUMO level: 3.22 eV
HOMO level: -0.6 eV
Total energy: -320450.94694 eV
Charge: -2
Spin multiplicity: 1



(2)
The following is a quantum chemistry calculation of C15H13Br2N2O6Pt as an isolated structure, from OMol25.

Each line ends with the Löwdin spin population.
CARTESIAN COORDINATES (ANGSTROEM)
Pt (-0.139, -0.509, -0.255)  1.5654
O (0.943, 1.661, 0.167)  0.0717
C (1.003, 2.328, 1.415)  0.0269
C (-0.384, 2.631, 2.015)  0.0372
N (-1.173, 1.442, 2.234)  0.4567
C (-0.770, 0.521, 3.214)  0.0749
C (-0.459, -0.981, 2.643)  0.0682
O (0.340, -1.603, 3.293)  0.0827
O (-1.108, -1.262, 1.615)  0.1235
C (-2.456, 1.370, 1.648)  0.0699
C (-2.395, 1.699, 0.057)  0.0405
O (-2.928, 2.723, -0.281)  0.0328
O (-1.778, 0.856, -0.622)  0.0821
H (0.500, 2.231, -0.481)  0.0003
H (1.543, 3.275, 1.293)  0.0040
H (1.591, 1.681, 2.069)  0.0001
H (-0.936, 3.291, 1.338)  0.0005
H (-0.237, 3.161, 2.963)  0.0160
H (-1.555, 0.321, 3.950)  0.0255
H (0.146, 0.841, 3.711)  0.0031
H (-3.130, 2.140, 2.040)  0.0352
H (-2.878, 0.371, 1.766)  0.0019
Br (-0.517, -1.917, -5.205)  0.0688
C (0.032, -2.918, -3.720)  0.1870
C (0.106, -4.302, -3.768)  -0.0168
C (0.504, -5.033, -2.664)  0.2165
Br (0.538, -6.910, -2.770)  0.0792
C (0.881, -4.384, -1.449)  0.0182
C (1.345, -5.050, -0.300)  0.0238
C (1.721, -4.314, 0.800)  0.0007
C (1.584, -2.925, 0.777)  0.0182
N (1.100, -2.285, -0.272)  0.0695
C (0.781, -2.978, -1.386)  0.0746
C (0.323, -2.187, -2.526)  0.1133
O (0.193, -0.945, -2.452)  0.3286
H (-0.167, -4.811, -4.681)  -0.0036
H (1.404, -6.128, -0.295)  0.0018
H (2.098, -4.795, 1.687)  -0.0002
H (1.852, -2.336, 1.643)  0.0014

Properties
F_max: 2.45 eV/A
Energy above the lowest of the compared OMol25 structures with the same formula, charge and spin: 0.697 eV
LUMO level (spin up / spin down): -4.16 / -6.10 eV
HOMO level (spin up / spin down): -11.9 / -12.3 eV
Total energy: -174352.50628 eV
Charge: +1
Spin multiplicity: 5



(3)
The following is a quantum chemistry calculation of C15H13Br4NO3Pt as an isolated structure, from OMol25.

Each line ends with the natural charge from an NBO analysis.
CARTESIAN COORDINATES (ANGSTROEM)
Pt (2.461, -0.505, 0.084)  0.3612
Br (-2.776, 4.322, 1.072)  -0.0046
C (-1.412, 3.461, 0.062)  -0.1946
C (-1.431, 3.479, -1.313)  -0.1691
Br (-2.862, 4.325, -2.248)  -0.0061
C (-0.391, 2.862, -2.029)  -0.2608
Br (-0.368, 2.868, -3.938)  -0.0264
C (0.713, 2.207, -1.428)  0.2958
O (1.653, 1.678, -2.067)  -0.7353
C (0.674, 2.112, 0.056)  0.3566
O (1.570, 1.438, 0.688)  -0.8011
C (-0.354, 2.787, 0.718)  -0.2627
Br (-0.285, 2.733, 2.627)  -0.0157
O (1.722, -2.905, 2.203)  -0.7862
C (0.451, -3.187, 1.667)  -0.0628
C (-0.631, -2.246, 2.190)  -0.4010
C (-0.472, -0.790, 1.734)  -0.4757
C (-0.699, -0.640, 0.259)  0.2731
C (-1.986, -0.461, -0.243)  -0.2752
C (-2.183, -0.357, -1.607)  -0.1589
C (-1.088, -0.473, -2.449)  -0.2816
C (0.161, -0.648, -1.884)  0.0942
N (0.357, -0.712, -0.563)  -0.4902
H (2.129, -2.209, 1.623)  0.4943
H (0.195, -4.213, 1.957)  0.1432
H (0.481, -3.151, 0.571)  0.1716
H (-0.606, -2.277, 3.284)  0.1948
H (-1.612, -2.624, 1.873)  0.1782
H (0.523, -0.415, 1.977)  0.2743
H (-1.194, -0.162, 2.261)  0.2186
H (-2.810, -0.357, 0.452)  0.2086
H (-3.171, -0.164, -2.007)  0.2029
H (-1.179, -0.365, -3.521)  0.2182
H (1.059, -0.674, -2.485)  0.2374
C (4.077, -1.378, 0.147)  -0.7732
H (4.798, -1.368, -0.686)  0.1293
H (4.489, -1.989, 0.963)  0.1289

Properties
F_max: 0.10 eV/A
Energy above the lowest of the compared OMol25 structures with the same formula, charge and spin: 1.108 eV
LUMO level: 4.47 eV
HOMO level: -0.4 eV
Total energy: -306814.16613 eV
Charge: -2
Spin multiplicity: 1



(4)
The following is a quantum chemistry calculation of one molecule with the formula C15H13Cl2N3O3, from OMol25.

Each line ends with the natural charge from an NBO analysis.
CARTESIAN COORDINATES (ANGSTROEM)
C (1.587, -5.434, -2.165)  -0.5970
C (0.097, -5.318, -1.840)  -0.4926
C (-0.284, -3.868, -1.601)  0.6913
O (-0.882, -3.199, -2.409)  -0.5915
N (0.147, -3.410, -0.383)  -0.6064
C (0.026, -2.142, 0.173)  0.1889
C (0.555, -1.936, 1.450)  -0.2618
C (0.461, -0.702, 2.050)  -0.1246
C (-0.181, 0.359, 1.404)  -0.2233
C (-0.249, 1.647, 2.111)  0.5700
O (0.516, 1.950, 2.996)  -0.5192
C (-1.362, 2.625, 1.689)  -0.3289
N (-0.801, 3.679, 0.867)  -0.1965
N (-0.320, 3.299, -0.298)  -0.1821
C (0.248, 4.154, -1.080)  -0.0273
C (0.388, 5.521, -0.724)  -0.0700
Cl (1.171, 6.606, -1.796)  0.0693
C (-0.116, 5.927, 0.478)  -0.1335
Cl (-0.020, 7.542, 1.024)  0.0903
C (-0.779, 4.981, 1.372)  0.5828
O (-1.287, 5.256, 2.435)  -0.5856
C (-0.695, 0.153, 0.123)  -0.0962
C (-0.587, -1.078, -0.490)  -0.2729
H (1.845, -6.470, -2.369)  0.2175
H (2.203, -5.083, -1.339)  0.1992
H (1.824, -4.841, -3.045)  0.2184
H (-0.146, -5.919, -0.961)  0.2097
H (-0.489, -5.682, -2.684)  0.2359
H (0.628, -4.079, 0.204)  0.3966
H (1.042, -2.752, 1.966)  0.2078
H (0.873, -0.535, 3.033)  0.2346
H (-1.754, 3.112, 2.587)  0.2780
H (-2.159, 2.115, 1.148)  0.2177
H (0.615, 3.780, -2.021)  0.2223
H (-1.139, 0.969, -0.423)  0.2218
H (-0.976, -1.228, -1.483)  0.2574

Properties
F_max: 0.93 eV/A
Energy above the lowest of the compared OMol25 structures with the same formula, charge and spin: 0.000 eV
LUMO level: -0.28 eV
HOMO level: -8.9 eV
Total energy: -51423.68963 eV
Spin multiplicity: 1
SMILES: CCC(=O)Nc1ccc(C(=O)Cn2ncc(Cl)c(Cl)c2=O)cc1



(5)
The following is a quantum chemistry calculation of C15H13Cl3GeN3O9W as an isolated structure, from OMol25.

Each line ends with the Löwdin spin population.
CARTESIAN COORDINATES (ANGSTROEM)
W (-0.636, 0.114, 0.000)  0.0168
O (-2.488, -3.523, -0.665)  0.0004
C (-1.992, -2.591, -0.128)  0.0001
O (-1.692, -1.426, -0.754)  0.0015
C (-1.609, -2.491, 1.309)  -0.0001
C (-1.823, -3.446, 2.282)  0.0004
C (-1.440, -3.150, 3.585)  -0.0001
C (-0.878, -1.909, 3.875)  0.0003
C (-0.702, -1.017, 2.840)  0.0000
N (-1.048, -1.318, 1.588)  0.0002
C (-0.166, 0.366, 2.958)  0.0000
O (0.312, 0.868, 3.916)  0.0006
O (-0.310, 1.022, 1.766)  0.0098
H (-2.286, -4.385, 2.009)  0.0000
H (-1.590, -3.875, 4.374)  0.0000
H (-0.582, -1.625, 4.876)  0.0000
N (-1.567, 0.761, -1.951)  -0.0010
C (-0.793, 1.467, -3.031)  0.0007
C (0.146, 0.515, -3.742)  0.0008
C (1.207, -0.086, -2.842)  0.0018
N (0.575, -0.824, -1.704)  0.0154
H (-1.929, -0.120, -2.323)  0.0001
H (-2.406, 1.315, -1.784)  0.0001
H (-0.263, 2.304, -2.584)  0.0002
H (-1.520, 1.869, -3.736)  0.0001
H (0.642, 1.058, -4.547)  0.0001
H (-0.427, -0.284, -4.224)  0.0000
H (1.871, 0.678, -2.448)  0.0010
H (1.815, -0.798, -3.400)  0.0002
H (1.288, -1.390, -1.246)  -0.0001
H (-0.079, -1.503, -2.096)  0.0003
O (5.233, 2.170, 1.105)  0.0080
C (4.153, 1.764, 0.850)  0.0003
C (3.054, 2.515, 0.038)  0.0096
O (3.111, 3.588, -0.475)  0.0902
C (1.881, 1.574, 0.019)  0.1797
C (2.176, 0.366, 0.688)  0.1832
O (1.281, -0.541, 0.708)  0.1966
C (3.574, 0.371, 1.247)  0.0099
O (4.103, -0.508, 1.850)  0.0925
O (0.736, 1.698, -0.524)  0.1880
Cl (-3.122, 0.683, 0.747)  0.0007
Ge (-1.759, 2.443, 0.500)  -0.0036
Cl (-1.568, 3.669, 2.162)  -0.0015
Cl (-2.485, 3.635, -1.091)  -0.0030

Properties
F_max: 0.05 eV/A
Energy above the lowest of the compared OMol25 structures with the same formula, charge and spin: 0.695 eV
LUMO level (spin up / spin down): -8.64 / -9.94 eV
HOMO level (spin up / spin down): -15.7 / -15.6 eV
Total energy: -134560.29249 eV
Charge: +2
Spin multiplicity: 2



(6)
The following is a quantum chemistry calculation of C15H13ClFI2N2O9Sn as an isolated structure, from OMol25.

Each line ends with the natural charge from an NBO analysis.
CARTESIAN COORDINATES (ANGSTROEM)
Sn (-0.009, 0.107, -0.169)  1.4839
C (6.944, -2.793, 0.843)  -0.6294
C (6.596, -1.773, 1.917)  -0.0267
C (6.868, -2.309, 3.310)  -0.4058
C (6.549, -1.258, 4.356)  -0.4277
C (5.120, -0.814, 4.216)  -0.0169
C (4.407, -0.348, 5.293)  -0.2152
C (3.079, 0.055, 5.145)  0.4102
F (2.435, 0.494, 6.229)  -0.2997
C (2.437, 0.010, 3.947)  -0.2384
C (3.144, -0.463, 2.829)  -0.1609
C (2.490, -0.487, 1.537)  0.5819
O (1.286, -0.043, 1.470)  -0.8712
C (3.228, -0.976, 0.451)  -0.3598
C (4.537, -1.369, 0.662)  0.1784
N (5.156, -1.348, 1.831)  -0.3149
C (4.474, -0.880, 2.962)  0.2253
C (2.727, -1.113, -0.956)  0.8019
O (3.477, -1.423, -1.845)  -0.5788
O (1.429, -0.931, -1.129)  -0.9633
H (7.906, -3.236, 1.093)  0.2427
H (7.039, -2.356, -0.150)  0.2284
H (6.204, -3.594, 0.806)  0.2243
H (7.188, -0.867, 1.766)  0.2130
H (7.914, -2.606, 3.365)  0.2380
H (6.259, -3.203, 3.475)  0.2159
H (7.212, -0.397, 4.224)  0.2288
H (6.719, -1.638, 5.363)  0.2395
H (4.869, -0.289, 6.271)  0.2442
H (1.409, 0.325, 3.845)  0.2616
H (5.093, -1.715, -0.195)  0.2598
O (-3.173, -0.823, -0.034)  -0.7854
Cl (-2.733, -1.227, 1.268)  2.4994
O (-3.726, -1.953, 1.990)  -0.7580
O (-2.161, -0.143, 2.016)  -0.7706
O (-1.545, -2.187, 1.038)  -0.8533
I (-1.031, 2.051, -3.314)  0.2137
C (-0.605, 3.775, -2.190)  -0.7291
I (0.396, 3.474, -0.352)  0.2073
H (-1.536, 4.271, -1.953)  0.2409
H (0.047, 4.402, -2.783)  0.2407
O (-2.858, -4.088, 0.018)  -0.0424
N (-1.750, -3.897, 0.106)  0.8303
O (-0.644, -4.112, 0.020)  -0.0626

Properties
F_max: 1.23 eV/A
Energy above the lowest of the compared OMol25 structures with the same formula, charge and spin: 1.176 eV
LUMO level: -5.00 eV
HOMO level: -11.8 eV
Total energy: -74429.57890 eV
Charge: +1
Spin multiplicity: 1



(7)
The following is a quantum chemistry calculation of a 2-piece molecular cluster, C15H13ClNO3S overall, from OMol25.

Each line ends with the natural charge from an NBO analysis.
CARTESIAN COORDINATES (ANGSTROEM)
O (1.691, -3.578, 1.837)  -0.5721
C (1.172, -3.294, 0.805)  0.8073
O (-0.081, -3.762, 0.518)  -0.7300
C (1.873, -2.442, -0.217)  -0.5538
C (1.709, -0.979, 0.163)  0.1559
C (2.719, -0.355, 0.884)  -0.2046
C (2.585, 0.982, 1.237)  -0.1798
C (1.469, 1.704, 0.879)  -0.2416
C (0.451, 1.100, 0.149)  0.1502
C (0.584, -0.238, -0.207)  -0.2300
S (-0.731, -0.901, -1.210)  0.3071
C (-2.092, -0.139, -0.377)  -0.2051
C (-3.279, -0.818, -0.161)  -0.2160
C (-4.338, -0.174, 0.467)  -0.2333
C (-4.177, 1.137, 0.881)  -0.2353
C (-2.986, 1.808, 0.663)  -0.0845
Cl (-2.871, 3.463, 1.192)  -0.0235
C (-1.914, 1.186, 0.028)  0.2124
N (-0.702, 1.836, -0.234)  -0.5815
H (-0.696, -3.336, 1.125)  0.4941
H (1.482, -2.574, -1.220)  0.2467
H (2.920, -2.705, -0.174)  0.2434
H (3.595, -0.909, 1.169)  0.2059
H (3.384, 1.444, 1.798)  0.2014
H (1.392, 2.744, 1.169)  0.1992
H (-3.349, -1.842, -0.491)  0.2197
H (-5.254, -0.715, 0.637)  0.2105
H (-4.986, 1.643, 1.383)  0.2177
H (-0.711, 2.725, 0.250)  0.3838
C (2.243, 1.373, -2.581)  -0.1858
O (2.899, 0.302, -2.115)  -0.9839
H (2.614, 1.800, -3.557)  0.0735
H (1.142, 1.229, -2.784)  0.0734
H (2.242, 2.283, -1.907)  0.0586

Properties
F_max: 1.14 eV/A
Energy above the lowest of the compared OMol25 structures with the same formula, charge and spin: 0.000 eV
LUMO level: 2.59 eV
HOMO level: -2.4 eV
Total energy: -46756.33046 eV
Charge: -1
Spin multiplicity: 1



(8)
The following is a quantum chemistry calculation of C15H13NO5SW as an isolated structure, from OMol25.

Each line ends with the natural charge from an NBO analysis.
CARTESIAN COORDINATES (ANGSTROEM)
W (-1.374, 1.652, 0.941)  2.0707
O (-3.263, 0.705, 4.384)  -0.3961
C (-2.487, 0.697, 3.503)  0.7646
O (-2.541, 1.598, 2.428)  -0.7035
C (-1.319, -0.223, 3.298)  0.1069
C (-0.894, -1.245, 4.124)  -0.1550
C (0.232, -1.969, 3.736)  -0.0820
C (0.910, -1.656, 2.557)  -0.1423
C (0.419, -0.618, 1.793)  0.1076
N (-0.670, 0.052, 2.162)  -0.5222
C (0.975, -0.076, 0.508)  0.7571
O (1.974, -0.385, -0.029)  -0.3958
O (0.122, 0.925, 0.042)  -0.6674
H (-1.429, -1.459, 5.039)  0.2850
H (0.588, -2.778, 4.359)  0.2713
H (1.795, -2.192, 2.241)  0.2833
C (-5.224, 1.220, -0.407)  -0.6813
C (-4.101, 2.204, -0.287)  0.1502
C (-2.809, 1.910, -0.898)  -0.3114
C (-1.799, 2.895, -0.937)  -0.4020
C (-1.975, 4.059, -0.106)  -0.2844
C (-3.130, 4.273, 0.579)  -0.1313
C (-4.240, 3.375, 0.397)  -0.2180
S (-0.480, 4.671, 0.564)  1.2683
C (0.643, 4.689, -0.829)  -0.8078
O (-0.206, 3.264, 1.330)  -0.8666
H (-4.921, 0.314, -0.929)  0.2345
H (-6.052, 1.664, -0.962)  0.2723
H (-5.609, 0.950, 0.577)  0.2550
H (-2.752, 1.089, -1.608)  0.2811
H (-0.990, 2.806, -1.649)  0.2863
H (-3.212, 5.098, 1.277)  0.2703
H (-5.182, 3.614, 0.872)  0.2628
H (0.898, 3.675, -1.132)  0.2655
H (1.541, 5.207, -0.496)  0.2897
H (0.169, 5.254, -1.632)  0.2845

Properties
F_max: 1.77 eV/A
Energy above the lowest of the compared OMol25 structures with the same formula, charge and spin: 0.768 eV
LUMO level (spin up / spin down): -8.66 / -8.66 eV
HOMO level (spin up / spin down): -15.2 / -15.2 eV
Total energy: -40138.01218 eV
Charge: +2
Spin multiplicity: 1